The following is a DFT calculation (wB97M-V/def2-TZVPD) of a structure of composition C20H39IO21S in a non-equilibrium geometry.

The geometry in XYZ format:
```
82
Properties=species:S:1:pos:R:3
O -4.522 -0.621 1.581
C -4.525 -1.464 0.733
O -4.907 -2.739 0.867
I -5.326 -3.319 2.721
O -4.173 -1.293 -0.553
C -3.238 -0.237 -0.791
C -1.827 -0.799 -0.940
C -0.782 0.297 -0.710
C -0.708 0.706 0.773
S -0.371 2.425 1.112
O -1.607 3.082 1.411
O 0.682 2.487 2.083
O 0.148 3.087 -0.235
H -3.533 0.245 -1.725
H -3.294 0.523 -0.011
H -1.708 -1.186 -1.955
H -1.670 -1.635 -0.254
H -1.064 1.157 -1.327
H 0.202 -0.053 -1.030
H 0.090 0.161 1.278
H -1.646 0.505 1.293
H 0.495 2.441 -0.866
C 2.574 -5.269 1.973
O 1.953 -3.983 1.852
C 2.434 -3.060 2.686
O 3.310 -3.224 3.492
O 1.777 -1.921 2.465
C 2.188 -0.822 3.291
H 2.089 -5.904 1.238
H 3.639 -5.203 1.755
H 2.429 -5.669 2.974
H 3.234 -0.578 3.122
H 2.027 -1.041 4.344
H 1.563 0.014 2.991
C -3.846 2.363 -6.940
O -3.675 1.263 -6.039
C -4.816 0.753 -5.576
O -5.922 1.139 -5.849
O -4.521 -0.256 -4.756
C -5.661 -0.891 -4.167
H -2.843 2.665 -7.226
H -4.412 2.054 -7.816
H -4.360 3.185 -6.446
H -6.310 -1.316 -4.930
H -6.223 -0.181 -3.563
H -5.268 -1.679 -3.532
C 4.085 -7.788 -3.936
O 4.049 -7.159 -2.650
C 3.790 -5.853 -2.686
O 3.591 -5.199 -3.675
O 3.787 -5.393 -1.434
C 3.518 -3.993 -1.323
H 4.303 -8.833 -3.743
H 3.123 -7.689 -4.436
H 4.864 -7.347 -4.554
H 2.533 -3.759 -1.723
H 4.273 -3.409 -1.845
H 3.543 -3.769 -0.261
C 3.427 7.575 -3.619
O 2.399 6.968 -2.831
C 2.784 6.628 -1.599
O 3.886 6.784 -1.142
O 1.744 6.086 -0.971
C 2.013 5.670 0.374
H 2.969 7.793 -4.579
H 3.777 8.493 -3.152
H 4.265 6.892 -3.747
H 2.320 6.518 0.984
H 2.791 4.910 0.389
H 1.085 5.259 0.751
C -1.028 1.848 4.698
O -1.486 1.216 5.902
C -0.588 1.191 6.882
O 0.536 1.619 6.826
O -1.141 0.600 7.944
C -0.275 0.505 9.078
H -1.852 1.775 3.993
H -0.790 2.895 4.873
H -0.151 1.336 4.311
H 0.027 1.495 9.413
H 0.609 -0.082 8.838
H -0.857 0.010 9.850
```

HOMO level, eV: -10.26
Net charge: 0
E_tot, eV: -83305.008
Largest force on an atom, Eh/bohr: 0.02211